ORCA calculation (ωB97M-V/def2-TZVPD) on a 2-piece molecular cluster, C3H12N4O overall.

* structure (SMILES): [H]/N=C(\N)NC.CNO
* orbital gap: 9.54 eV
* energy: -11311.5941 eV
* HOMO level: -8.7 eV
* lowest unoccupied orbital energy: 0.03166 hartree

```
! RIJCOSX wB97M-V def2-TZVPD def2/J DEFGRID3
* xyz 0 1
H -2.922 1.308 -0.037
N -2.335 0.802 0.626
C -1.564 -0.007 -0.001
N -1.578 -0.256 -1.334
N -0.708 -0.812 0.738
C -0.668 -2.252 0.520
H -0.645 -0.399 -1.710
H -2.104 0.420 -1.872
H -0.874 -0.595 1.720
H -0.357 -2.485 -0.501
H -1.651 -2.695 0.703
H 0.058 -2.703 1.202
C 1.925 1.945 0.376
N 1.385 0.776 -0.290
O 2.512 -0.082 -0.611
H 2.442 1.686 1.307
H 1.109 2.625 0.639
H 2.612 2.508 -0.270
H 0.714 0.144 0.363
H 2.648 0.071 -1.567
*
```


ORCA calculation (ωB97M-V/def2-TZVPD) on C47H41F6N2O4PS2Sb2Ti as an isolated structure.

* orbital gap: 7.84 eV
* energy: -144028.9447 eV
* HOMO level: -8.0 eV
* lowest unoccupied orbital energy: -0.00745 hartree

```
! RIJCOSX wB97M-V def2-TZVPD def2/J DEFGRID3
* xyz 0 1
Ti -0.541 -1.176 1.042
F 1.590 -3.813 1.788
C 2.570 -2.937 1.581
F 2.961 -3.023 0.310
F 3.589 -3.254 2.364
S 2.030 -1.185 1.955
O 1.526 -0.654 0.652
O 3.206 -0.561 2.454
N 0.753 -1.405 2.822
S 0.041 0.104 3.494
O -0.504 0.558 2.101
O 1.126 0.971 3.891
C -2.929 -1.778 3.788
F -3.099 -0.618 3.221
F -1.749 -2.335 1.710
F -4.049 -2.395 3.547
C -0.064 2.980 -0.222
C -1.490 3.529 -0.131
C -2.504 2.579 0.507
Sb -2.398 0.596 -0.328
C -1.866 1.158 -2.304
C -0.600 0.736 -2.710
C -0.078 1.114 -3.937
C -0.829 1.925 -4.778
C -2.081 2.369 -4.375
C -2.594 1.998 -3.138
C -4.433 0.022 -0.379
C -5.395 0.642 -1.170
C -6.708 0.191 -1.152
C -7.068 -0.876 -0.339
C -6.113 -1.498 0.452
C -4.796 -1.056 0.425
Sb 1.362 3.591 1.284
C 1.432 5.640 0.618
C 2.358 6.144 -0.293
C 2.329 7.483 -0.662
C 1.374 8.335 -0.127
C 0.454 7.848 0.790
C 0.491 6.511 1.165
C 2.997 2.799 0.129
C 3.094 2.923 -1.258
C 4.160 2.363 -1.948
C 5.142 1.659 -1.261
C 5.048 1.515 0.115
C 3.984 2.085 0.803
H 0.395 3.255 -1.171
H -0.040 1.888 -0.175
H -1.850 3.773 -1.133
H -1.496 4.480 0.414
H -3.522 2.934 0.336
H -2.353 2.467 1.582
H -0.004 0.116 -2.049
H 0.910 0.776 -4.227
H -0.433 2.226 -5.740
H -2.656 3.022 -5.020
H -3.553 2.393 -2.829
H -5.135 1.474 -1.810
H -7.453 0.677 -1.770
H -8.095 -1.219 -0.320
H -6.385 -2.332 1.086
H -4.049 -1.565 1.022
H 3.117 5.496 -0.716
H 3.058 7.862 -1.368
H 1.353 9.379 -0.415
H -0.287 8.510 1.221
H -0.220 6.151 1.903
H 2.340 3.464 -1.818
H 4.226 2.478 -3.024
H 5.976 1.224 -1.798
H 5.803 0.959 0.658
H 3.917 1.950 1.875
N -0.443 -2.151 -0.451
P -0.497 -2.829 -1.873
C -0.602 -4.625 -1.722
C -0.203 -5.224 -0.533
C -0.244 -6.604 -0.404
C -0.686 -7.387 -1.460
C -1.101 -6.791 -2.644
C -1.066 -5.412 -2.775
C -1.979 -2.392 -2.811
C -1.965 -1.796 -4.069
C -3.161 -1.498 -4.707
C -4.369 -1.800 -4.096
C -4.389 -2.398 -2.843
C -3.198 -2.694 -2.201
C 0.940 -2.474 -2.911
C 1.953 -1.674 -2.388
C 3.074 -1.384 -3.154
C 3.190 -1.899 -4.436
C 2.190 -2.714 -4.955
C 1.070 -3.005 -4.195
H 0.116 -4.603 0.288
H 0.061 -7.066 0.526
H -0.721 -8.464 -1.358
H -1.464 -7.401 -3.462
H -1.424 -4.951 -3.688
H -1.028 -1.540 -4.542
H -3.145 -1.021 -5.678
H -5.300 -1.561 -4.593
H -5.332 -2.615 -2.359
H -3.206 -3.145 -1.214
H 1.861 -1.279 -1.386
H 3.850 -0.752 -2.742
H 4.064 -1.673 -5.034
H 2.286 -3.125 -5.951
H 0.301 -3.649 -4.603
*
```


ORCA calculation (ωB97M-V/def2-TZVPD) on C34H31NO6 in the gas phase.

* structure (SMILES): CCOC(=O)C(C(=O)OCC)(c1ccc([N+](=O)[O-])cc1)[C@H](C=C(c1ccccc1)c1ccccc1)c1ccccc1
* orbital gap: 7.52 eV
* energy: -49533.0978 eV
* HOMO level: -8.2 eV
* lowest unoccupied orbital energy: -0.02567 hartree

```
! RIJCOSX wB97M-V def2-TZVPD def2/J DEFGRID3
* xyz 0 1
C -1.542 3.816 -2.717
C -1.221 3.273 -1.363
O -0.272 2.196 -1.621
C -0.012 1.520 -0.495
O -0.534 1.882 0.557
C 0.953 0.315 -0.621
C 1.335 0.097 -2.102
O 2.471 -0.099 -2.501
O 0.305 0.098 -2.972
C 0.711 -0.174 -4.341
C -0.356 0.402 -5.221
C 2.222 0.642 0.214
C 3.417 -0.070 0.007
C 4.498 0.053 0.871
C 4.444 0.986 1.919
N 5.508 1.055 2.861
O 5.460 1.922 3.765
O 6.457 0.243 2.756
C 3.299 1.773 2.094
C 2.192 1.563 1.270
C 0.291 -0.939 -0.180
C -0.350 -0.777 1.162
C -1.670 -0.591 1.408
C -2.047 -0.355 2.833
C -1.414 -1.063 3.875
C -1.741 -0.802 5.206
C -2.670 0.197 5.522
C -3.262 0.944 4.497
C -2.950 0.674 3.165
C -2.735 -0.495 0.363
C -2.504 -0.125 -0.976
C -3.537 0.008 -1.906
C -4.857 -0.219 -1.513
C -5.119 -0.604 -0.192
C -4.075 -0.755 0.719
C 1.251 -2.136 -0.231
C 1.396 -2.809 -1.446
C 2.405 -3.757 -1.600
C 3.272 -4.026 -0.540
C 3.047 -3.452 0.712
C 2.000 -2.535 0.880
H -2.256 4.634 -2.619
H -0.643 4.203 -3.205
H -2.000 3.050 -3.353
H -0.728 4.004 -0.708
H -2.111 2.865 -0.865
H 1.679 0.301 -4.525
H 0.807 -1.264 -4.434
H -0.178 0.108 -6.259
H -1.362 0.070 -4.939
H -0.322 1.498 -5.185
H 3.517 -0.755 -0.828
H 5.367 -0.589 0.766
H 3.261 2.505 2.896
H 1.291 2.126 1.494
H -0.486 -1.178 -0.910
H 0.328 -0.755 2.022
H -0.680 -1.833 3.626
H -1.268 -1.385 5.996
H -2.937 0.390 6.560
H -3.974 1.737 4.723
H -3.385 1.275 2.361
H -1.498 0.100 -1.335
H -3.280 0.288 -2.928
H -5.665 -0.110 -2.232
H -6.141 -0.794 0.133
H -4.297 -1.080 1.737
H 0.714 -2.585 -2.275
H 2.522 -4.246 -2.566
H 4.131 -4.685 -0.689
H 3.689 -3.680 1.562
H 1.834 -2.086 1.859
*
```